# 1
174
Properties=species:S:1:pos:R:3:lowdin_charge:R:1 method="wB97M-V/def2-TZVPD" total_energy_ev=-151141.2973 charge=+1 homo_lumo_gap_ev=7.568
C 7.17086 -7.92847 1.69977 0.01
C 6.10759 -7.69144 0.63315 -0.48
O 6.32055 -7.00897 -0.33928 0.14
O 4.89022 -8.33790 0.86308 -0.02
C 3.77043 -7.47534 0.88205 -0.16
C 3.28312 -7.25617 2.36647 -0.05
C 2.93874 -5.82405 2.67870 -0.18
N 2.03018 -5.27012 1.96955 0.23
C 1.70351 -3.84409 2.23135 -0.33
C 0.23178 -3.93601 2.72709 -0.03
C -0.76688 -4.40262 1.69058 -0.21
C -1.63161 -3.51344 1.09334 -0.03
C -2.58274 -3.89166 0.17570 -0.04
C -2.69083 -5.22778 -0.16775 -0.26
C -3.77035 -5.63199 -1.15655 -0.03
C -1.83848 -6.15286 0.38887 -0.03
C -0.90997 -5.72603 1.30969 -0.06
O 1.96944 -3.28213 0.98182 0.07
C 1.61547 -1.92826 0.83299 -0.35
O 0.50997 -1.49348 1.02728 0.15
C 2.70258 -1.03066 0.33456 -0.18
C 2.55248 0.33050 0.46917 -0.02
C 3.53399 1.14952 -0.02979 -0.06
C 4.63830 0.62280 -0.65687 -0.05
C 4.79406 -0.74322 -0.77548 -0.05
C 3.81707 -1.56964 -0.27934 -0.05
C 2.70503 -3.55494 3.41211 -0.47
Cl 4.02933 -2.35545 2.96854 0.87
C 2.11331 -2.85343 4.67998 -0.08
B 1.81707 -1.27357 4.50804 -0.70
O 0.72431 -0.72186 3.89506 0.17
O 2.70119 -0.37822 5.05145 0.17
C 3.56089 -4.87212 3.72377 -0.36
C 3.27834 -5.60166 5.07797 -0.11
C 4.38431 -5.52469 6.16919 -0.37
C 5.05131 -4.13364 6.34556 -0.07
C 5.45624 -6.65126 6.04520 -0.08
P 5.31509 -4.92019 3.06156 0.75
O 5.31290 -4.86086 1.58402 -0.37
H 7.98587 -8.50395 1.25494 0.10
H 6.76976 -8.42046 2.59048 0.08
H 7.57544 -6.95990 2.00837 0.08
H 2.96069 -7.98935 0.35451 0.13
H 3.96392 -6.51971 0.38331 0.12
H 4.06036 -7.62704 3.03890 0.11
H 2.36226 -7.83641 2.50505 0.14
H 1.62599 -5.85808 1.24421 0.17
H 0.21237 -4.60232 3.59742 0.14
H -0.07654 -2.94286 3.06028 0.11
H -1.58513 -2.46349 1.37110 0.11
H -3.26230 -3.16835 -0.26376 0.12
H -4.08143 -4.76224 -1.73860 0.08
H -4.64159 -5.92037 -0.55278 0.06
H -3.49353 -6.49539 -1.76284 0.08
H -1.86152 -7.20937 0.14157 0.12
H -0.24113 -6.45684 1.77286 0.10
H 1.67744 0.77016 0.93706 0.12
H 3.46491 2.23079 0.04249 0.12
H 5.41072 1.25788 -1.08394 0.08
H 5.64070 -1.20316 -1.27531 0.12
H 3.88240 -2.65080 -0.36131 0.12
H 1.27843 -3.42502 5.10580 0.11
H 2.91701 -2.92932 5.42278 0.08
H -0.10322 -1.15183 4.13031 0.11
H 3.23938 -0.81292 5.72102 0.10
H 3.10838 -6.67128 4.90114 0.11
H 2.35341 -5.25641 5.55247 0.12
H 3.88149 -5.74049 7.11867 0.13
H 6.11240 -4.26810 6.58126 0.08
H 4.62572 -3.63276 7.22231 0.09
H 4.98507 -3.47247 5.47676 0.03
H 5.14084 -7.42041 5.32691 0.06
H 6.41603 -6.26620 5.68205 0.07
H 5.63693 -7.15373 6.99778 0.09
H 6.15248 -3.99615 3.70690 0.03
H 5.79201 -6.20404 3.41988 0.03
C 0.19892 2.69811 -1.30185 -0.07
C -0.46609 3.24528 -0.21027 -0.07
C -0.52793 4.62108 -0.05434 -0.01
C 0.07752 5.43244 -0.99956 -0.14
C 0.74902 4.90012 -2.08501 -0.01
C 0.80873 3.52335 -2.23483 -0.05
N -0.00558 6.89233 -0.85270 -0.35
O -0.58579 7.33002 0.12055 0.08
O 0.50724 7.57717 -1.71558 0.07
H 0.24193 1.62266 -1.42585 0.11
H -0.93917 2.59855 0.51751 0.10
H -1.04571 5.04520 0.79395 0.12
H 1.22300 5.53534 -2.81428 0.10
H 1.32785 3.09261 -3.08097 0.08
C 2.33700 4.57554 -8.47199 -0.06
C 2.67988 3.30800 -8.92681 -0.06
C 2.86083 2.27192 -8.02401 0.00
C 2.69165 2.51973 -6.67229 -0.14
C 2.35882 3.77777 -6.20564 0.00
C 2.18150 4.80837 -7.11256 -0.07
N 2.85724 1.41933 -5.71225 -0.35
O 3.16720 0.33073 -6.14765 0.09
O 2.66899 1.66167 -4.53411 0.06
H 2.18962 5.38204 -9.17907 0.11
H 2.80251 3.12678 -9.98604 0.11
H 3.12659 1.28725 -8.38040 0.12
H 2.23291 3.96631 -5.14978 0.10
H 1.91781 5.79565 -6.75763 0.10
C 10.13095 2.66773 1.68632 -0.07
C 8.95719 3.35256 1.40071 -0.06
C 8.25299 3.06877 0.24154 0.00
C 8.73442 2.09571 -0.61689 -0.15
C 9.90613 1.40983 -0.34907 0.00
C 10.60670 1.70056 0.81040 -0.06
N 7.97855 1.77553 -1.83456 -0.35
O 6.96131 2.40919 -2.05179 0.05
O 8.40629 0.89614 -2.55134 0.09
H 10.67663 2.88804 2.59495 0.11
H 8.58953 4.10666 2.08337 0.11
H 7.34031 3.60352 0.02128 0.12
H 10.27690 0.65522 -1.02772 0.12
H 11.52293 1.17081 1.03344 0.11
C -6.17334 -1.48660 3.46058 -0.07
C -7.11364 -2.28436 4.09884 -0.05
C -7.27252 -3.60870 3.72171 0.00
C -6.48098 -4.11986 2.70780 -0.14
C -5.54561 -3.33473 2.05715 0.00
C -5.39364 -2.01127 2.43781 -0.07
N -6.62858 -5.52923 2.32313 -0.35
O -7.46746 -6.18749 2.89798 0.09
O -5.89344 -5.95747 1.45174 0.06
H -6.04907 -0.45540 3.76076 0.10
H -7.72155 -1.87373 4.89330 0.11
H -8.00496 -4.22659 4.22089 0.12
H -4.93489 -3.73437 1.26238 0.09
H -4.66297 -1.38775 1.93797 0.10
C -5.86500 2.05623 -1.97014 -0.07
C -7.15805 2.55715 -1.90385 -0.05
C -7.89504 2.42330 -0.73805 0.01
C -7.32414 1.79098 0.35126 -0.14
C -6.03899 1.28006 0.29793 -0.01
C -5.30756 1.41450 -0.87117 -0.07
N -8.09524 1.67069 1.59658 -0.34
O -9.22235 2.11322 1.60748 0.10
O -7.55422 1.13642 2.54867 0.06
H -5.28902 2.16676 -2.88015 0.11
H -7.59282 3.05512 -2.75996 0.11
H -8.90139 2.81486 -0.69391 0.11
H -5.60267 0.78400 1.15241 0.10
H -4.30029 1.02263 -0.92603 0.10
C -1.99946 9.69267 -6.96365 -0.07
C -2.73449 8.56202 -7.29677 -0.06
C -2.34358 7.31797 -6.82960 0.00
C -1.21869 7.22400 -6.02843 -0.15
C -0.47221 8.34066 -5.69350 0.00
C -0.86790 9.58135 -6.16654 -0.06
N -0.81384 5.91206 -5.51153 -0.33
O -1.47313 4.94575 -5.83141 0.09
O 0.16297 5.86905 -4.78594 0.04
H -2.31059 10.66419 -7.32570 0.11
H -3.61469 8.65153 -7.91889 0.11
H -2.91685 6.43998 -7.09009 0.12
H 0.40661 8.25729 -5.06984 0.12
H -0.29612 10.46285 -5.91045 0.11
C -11.00007 8.54890 -0.15450 -0.07
C -11.93292 7.73904 0.47952 -0.06
C -12.08124 6.41693 0.09245 0.00
C -11.28667 5.92119 -0.92606 -0.15
C -10.35771 6.71798 -1.57190 -0.01
C -10.21641 8.03990 -1.18167 -0.07
N -11.42519 4.51333 -1.32190 -0.35
O -12.25978 3.84606 -0.75124 0.09
O -10.68973 4.09547 -2.19901 0.06
H -10.88271 9.57999 0.15354 0.11
H -12.54321 8.13795 1.27835 0.11
H -12.80773 5.78881 0.58735 0.12
H -9.74494 6.32353 -2.36944 0.12
H -9.49247 8.67345 -1.67608 0.11

***

# 2
18
Properties=species:S:1:pos:R:3:nbo_charge:R:1 method="wB97M-V/def2-TZVPD" total_energy_ev=-7318.1328 de_lowest_kcal_mol=112.9 homo_lumo_gap_ev=7.407
C -0.75371 -2.37751 0.40225 -0.60
C -1.47137 -1.01969 0.46687 -0.40
C -1.96743 -0.47083 -0.85657 -0.61
N 0.99810 0.99606 -0.07611 -0.16
C 1.69376 2.12393 -0.11187 -0.28
N 3.14312 2.14198 0.17708 -0.86
H -0.61762 -2.73487 1.41971 0.20
H 0.18642 -2.21220 -0.11763 0.20
H -1.32984 -3.11348 -0.16095 0.19
H -2.35482 -1.13734 1.09927 0.19
H -0.71006 -0.33300 0.82852 0.22
H -1.18328 -0.03525 -1.48469 0.21
H -2.61431 0.38435 -0.64935 0.20
H -2.52667 -1.18411 -1.45862 0.20
H 1.57852 2.47056 -1.16593 0.32
H 1.19754 2.94063 0.46211 0.25
H 3.42374 1.16857 0.08943 0.36
H 3.30792 2.39222 1.13647 0.36

***

# 3
12
Properties=species:S:1:pos:R:3:nbo_charge:R:1 method="wB97M-V/def2-TZVPD" total_energy_ev=-19728.9980 de_lowest_kcal_mol=68.0 smiles=Cn1ccnc1Cl homo_lumo_gap_ev=8.871
C 0.72334 -1.53258 0.08712 -0.42
N 0.20609 -0.30806 -0.31232 -0.43
C 0.71839 0.95746 -0.28581 -0.01
C -0.20686 1.96043 -0.00798 -0.17
N -1.49369 1.47425 0.08740 -0.42
C -1.50982 0.22283 -0.02199 0.29
Cl -2.46763 -1.14265 -0.03506 0.10
H 1.34623 -2.01943 -0.70372 0.20
H 1.22916 -1.58469 1.07556 0.19
H -0.26275 -2.06478 0.20345 0.22
H 1.86037 0.96026 -0.21956 0.21
H -0.14282 3.07696 0.13291 0.23

***

# 4
18
Properties=species:S:1:pos:R:3:nbo_charge:R:1 method="wB97M-V/def2-TZVPD" total_energy_ev=-9462.7067 de_lowest_kcal_mol=135.0 homo_lumo_gap_ev=9.059
C -0.88686 -1.77176 -1.02183 -0.30
C -1.38750 -0.80899 -0.54175 0.04
C -1.91942 0.54518 -0.28564 -0.08
C -1.49387 1.77677 -1.10608 -0.64
C -2.86856 0.53159 0.62769 -0.33
C 3.57226 -0.34630 0.97725 -0.79
C 2.09625 -0.27901 0.73056 0.26
O 1.52960 -1.50262 0.91903 -0.72
H -1.93928 1.69016 -2.12030 0.22
H -0.39652 1.68551 -1.26633 0.24
H -1.84864 2.84771 -0.81174 0.24
H -3.07444 -0.34812 1.21542 0.21
H -3.33932 1.44279 0.92367 0.20
H -0.75072 -2.74125 -1.30481 0.23
H 3.96930 -0.52114 -0.01713 0.26
H 3.99724 0.61136 1.21690 0.23
H 4.02366 -1.17280 1.55670 0.21
H 0.71681 -1.63907 0.30840 0.52

***

# 5
15
Properties=species:S:1:pos:R:3:nbo_charge:R:1 method="wB97M-V/def2-TZVPD" total_energy_ev=-8291.7200 de_lowest_kcal_mol=75.6 smiles="CN1C=CCC=N1" homo_lumo_gap_ev=8.657
C -1.56243 -0.73754 1.49414 -0.43
N -0.48584 -0.28377 0.74611 -0.33
C -0.31077 0.96669 0.11761 0.01
C 0.68756 1.24467 -0.74587 -0.29
C 1.54706 0.19379 -1.37798 -0.51
C 1.06974 -1.13351 -0.89541 0.09
N 0.24758 -1.44722 0.02257 -0.24
H -2.41776 -0.74044 0.77503 0.19
H -1.28322 -1.88080 1.72594 0.24
H -1.57217 -0.31469 2.52856 0.22
H -0.93496 1.77530 0.54982 0.21
H 0.57907 2.13885 -1.19994 0.20
H 1.57913 0.26461 -2.48266 0.23
H 2.42816 0.27856 -0.80024 0.23
H 1.48931 -2.00335 -1.33526 0.19

***

# 6
16
Properties=species:S:1:pos:R:3:nbo_charge:R:1 method="wB97M-V/def2-TZVPD" total_energy_ev=-6379.1140 de_lowest_kcal_mol=109.4 homo_lumo_gap_ev=8.724
C 1.71944 -0.04506 0.42523 -0.62
C 0.25039 -0.03399 0.03973 -0.05
C -0.29524 0.24982 -1.36522 -0.49
C -1.61792 -0.26012 -0.71760 -0.04
C -0.69928 -1.23816 0.07550 -0.49
C -0.71794 0.92664 0.76124 -0.49
H 2.17447 0.93869 0.25816 0.21
H 2.27727 -0.77682 -0.17180 0.22
H 1.85227 -0.30293 1.48263 0.21
H -0.25832 1.27288 -1.75597 0.20
H 0.02346 -0.45973 -2.13480 0.22
H -1.81522 0.71194 0.23175 0.26
H -1.04792 -1.61671 1.04282 0.20
H -0.41684 -2.07163 -0.57481 0.22
H -0.54055 1.99216 0.58137 0.22
H -0.88807 0.71300 1.82177 0.22

***

In Ha, the LUMO energy values for the records above are, in order, -0.128; -0.061; 0.028; 0.035; 0.039; 0.031.
In g/mol, the molar mass values for the records above are, in order, 1438.62; 88.15; 116.55; 110.16; 96.13; 82.15.